(1)
# C51H49BCl3GeNO9PPbS2

A structure of composition C51H49BCl3GeNO9PPbS2 at a distorted geometry (ωB97M-V/def2-TZVPD, the Open Molecules 2025 dataset).

```
! wB97M-V def2-TZVPD RIJCOSX def2/J DEFGRID3
* xyz -1 1
Pb -21.118 9.113 -12.913
Ge -21.709 7.351 -9.426
Cl -15.155 10.892 -8.960
Cl -13.062 7.641 -12.815
Cl -17.536 10.509 -13.838
S -20.739 12.618 -15.922
S -21.695 9.427 -15.635
P -21.999 11.245 -16.546
O -17.149 11.468 -11.077
O -19.535 7.183 -13.434
O -23.683 9.562 -11.880
O -18.224 10.725 -8.968
O -18.902 1.590 -16.085
O -22.388 7.007 -12.993
O -21.632 11.546 -11.839
O -21.109 1.816 -16.026
O -18.309 12.988 -9.624
N -19.951 2.182 -15.782
C -16.190 10.516 -11.429
C -21.880 3.132 -9.109
C -16.211 10.049 -12.745
C -14.291 8.683 -12.186
C -21.877 10.905 -18.364
C -15.221 9.148 -13.134
C -23.371 7.529 -8.398
C -25.388 6.462 -7.561
C -20.594 13.808 -4.253
C -22.690 13.916 -5.718
C -22.177 5.884 -13.597
C -21.444 5.482 -8.923
C -24.609 11.231 -15.642
C -24.134 12.764 -17.408
C -20.679 11.862 -6.434
C -24.961 8.914 -12.041
C -21.560 2.938 -7.782
C -14.328 9.146 -10.884
C -20.988 5.292 -7.616
C -22.850 10.167 -19.013
C -26.374 12.630 -16.451
C -20.955 5.368 -14.120
C -23.710 11.818 -16.476
C -20.905 15.695 -5.872
C -24.519 8.426 -6.544
C -21.849 4.395 -9.718
C -18.584 3.963 -14.678
C -25.473 13.156 -17.437
C -15.236 10.113 -10.483
C -20.782 12.544 -12.445
C -19.819 3.466 -15.096
C -19.820 13.702 -7.757
C -19.880 10.939 -7.134
C -25.967 11.611 -15.622
C -20.565 13.231 -6.662
C -22.816 9.983 -20.403
C -21.163 14.228 -5.619
C -19.072 12.822 -8.476
C -19.101 11.444 -8.138
C -20.897 11.530 -19.173
C -23.786 10.825 -11.223
C -24.368 6.533 -8.502
C -23.031 11.863 -12.017
C -21.003 4.151 -14.775
C -21.132 4.015 -7.041
C -18.544 5.199 -14.089
C -21.013 11.542 -20.589
C -23.533 8.608 -7.536
C -25.374 7.348 -6.480
C -21.976 10.753 -21.190
C -19.688 5.962 -13.818
B -17.769 11.700 -9.900
H -24.642 9.154 -5.744
H -20.969 3.908 -5.987
H -22.883 9.465 -7.601
H -25.820 13.945 -18.123
H -26.714 11.086 -15.027
H -23.343 10.712 -10.209
H -19.826 9.847 -6.988
H -22.127 2.240 -9.694
H -26.047 7.253 -5.643
H -21.140 14.385 -3.426
H -22.985 14.146 -6.748
H -24.823 11.123 -11.145
H -20.091 12.090 -18.685
H -17.687 3.357 -14.752
H -27.420 12.917 -16.454
H -23.344 14.490 -5.056
H -23.152 12.883 -11.635
H -22.957 5.165 -13.793
H -20.847 13.517 -11.846
H -19.891 14.771 -8.030
H -21.333 11.505 -5.607
H -20.337 12.112 -21.209
H -19.847 16.001 -5.788
H -17.613 5.705 -13.829
H -20.754 12.745 -4.003
H -25.634 9.531 -12.594
H -21.055 12.739 -13.473
H -25.391 8.730 -11.076
H -24.724 7.946 -12.546
H -24.190 10.497 -14.927
H -22.138 4.511 -10.743
H -26.131 5.687 -7.647
H -23.391 13.140 -18.129
H -23.650 9.695 -18.456
H -22.899 12.858 -5.537
H -15.188 8.709 -14.110
H -20.669 8.160 -8.557
H -13.574 8.834 -10.153
H -21.623 1.954 -7.317
H -21.424 16.254 -5.016
H -20.560 6.110 -7.009
H -22.149 10.708 -22.309
H -19.735 12.132 -12.394
H -24.259 5.717 -9.258
H -19.531 14.070 -4.100
H -21.339 16.071 -6.848
H -21.943 3.666 -15.005
H -23.536 9.319 -20.849
H -23.321 11.756 -13.063
*
```

Results
Relative energy (zero: lowest compared OMol25 entry of this formula, charge and spin) (eV): 0.000
Max |F| (eV Å⁻¹): 3.929
Calculated total energy (hartree): -7517.71974
Orbital gap (eV): 4.9



(2)
# C4H10N3

The ion C4H10N3 with charge +1 (ωB97M-V/def2-TZVPD, the Open Molecules 2025 dataset).

```
! wB97M-V def2-TZVPD RIJCOSX def2/J DEFGRID3
* xyz 1 1
N -1.439 1.048 2.039
N -0.822 0.275 -0.043
N 0.173 -0.588 1.844
C 1.379 -0.333 -1.144
C -0.695 0.245 1.278
C -0.092 -0.580 -0.943
C 0.402 0.018 -2.222
H 0.295 -0.623 2.842
H -2.121 1.670 1.639
H 0.367 -0.588 -3.112
H -1.489 0.913 -0.455
H 0.770 -1.159 1.268
H -1.362 1.032 3.042
H 0.203 1.063 -2.401
H 1.837 0.479 -0.599
H 2.026 -1.184 -1.289
H -0.459 -1.600 -0.956
*
```

Results
Structure (SMILES): NC(N)=[NH+]C1CC1
Relative energy (zero: lowest compared OMol25 entry of this formula, charge and spin) (eV): 0.050
Max |F| (eV Å⁻¹): 0.331
Calculated total energy (hartree): -322.45872
Orbital gap (eV): 11.5



(3)
# C4H5FOS2

An isolated molecule of C4H5FOS2 at a distorted geometry (ωB97M-V/def2-TZVPD, the Open Molecules 2025 dataset).

```
! wB97M-V def2-TZVPD RIJCOSX def2/J DEFGRID3
* xyz 0 1
S -2.176 1.281 1.625
S 0.313 0.401 -2.858
F -1.156 -1.567 -1.046
O 0.142 1.591 0.428
C 0.120 -1.136 -0.508
C 0.802 -0.023 -1.387
C -0.801 0.729 0.957
C -0.036 -0.618 0.951
H 0.952 -0.211 1.483
H 1.736 0.455 -1.116
H -0.270 2.439 0.430
H -0.520 -1.312 1.580
H 0.895 -2.028 -0.539
*
```

Results
Structure (SMILES): OC(=S)C[C@@H](F)C=S
Relative energy (zero: lowest compared OMol25 entry of this formula, charge and spin) (eV): 1.159
Max |F| (eV Å⁻¹): 2.895
Calculated total energy (hartree): -1126.82593
Orbital gap (eV): 8.5